[1]
Entry from OMol25: C30H75N5Na3O14P as an isolated structure at a distorted geometry (ωB97M-V/def2-TZVPD).

Atoms and positions in Å:
H1 1.56154 2.05729 -2.22872
H2 -3.84262 -3.58242 -0.25658
H3 -6.92989 2.38399 -0.53248
H4 4.18844 1.44940 -0.46718
C1 3.32596 -1.69617 -0.14599
N1 2.56309 2.44432 0.35145
O1 -1.16588 1.84906 0.35948
C2 -3.28304 4.37392 -0.20045
C3 -0.90242 -0.81625 4.81936
H5 3.88093 -2.56608 -0.49721
C4 -2.50758 -3.02243 1.92654
H6 2.78195 4.30678 -0.55469
C5 2.92178 -1.02116 -2.41562
H7 -1.96314 3.03272 -0.55033
H8 -1.12038 -2.98583 -4.05585
H9 -2.15483 2.94288 -3.85347
H10 2.16655 -0.71512 -3.13954
O2 5.84995 1.06574 1.46641
H11 4.59321 3.07115 0.10034
C6 -1.35408 3.29281 -3.20197
H12 4.75638 -2.22501 -2.48489
H13 -3.20477 0.33441 8.49048
H14 -0.73376 0.21822 3.14786
H15 -0.02957 -1.35834 4.45553
C7 -6.19587 3.09120 -0.14626
H16 0.78140 -4.67478 2.09085
H17 4.65669 1.83110 -3.97439
C8 -0.93505 -0.69594 6.35733
H18 -6.10897 2.35283 2.76382
H19 0.58016 -4.99621 -2.52233
C9 2.14657 2.97449 -2.16096
H20 -1.81523 -7.15727 -4.37779
H21 5.57013 -1.81158 -5.95519
H22 -5.45458 0.70622 2.67090
H23 5.32036 -3.18123 -4.74978
H24 -0.89496 2.46376 -2.66347
H25 -3.05075 -2.06009 -0.45427
H26 -4.30756 4.15170 1.63336
O3 -4.92025 2.49705 0.31819
H27 7.29252 0.23823 2.66879
C10 4.46411 1.43539 1.53992
H28 -3.44492 -3.43153 2.30354
O4 -1.07384 -5.42449 -3.83499
H29 -0.68692 -1.64436 6.83381
N2 -0.81062 0.53323 4.10439
Na1 -0.01569 -2.21743 0.03416
H30 -1.80354 -1.28566 4.42473
O5 3.52720 2.64604 -2.57157
H31 1.17157 3.72810 -0.43113
H32 -3.04700 -3.50733 -2.52525
O6 -0.52699 -0.34190 1.52326
H33 -1.58791 -0.45218 8.77688
O7 -4.14902 2.13946 3.52245
H34 -5.89755 1.36878 4.21302
H35 1.92407 -3.95191 3.13949
H36 -0.96157 4.75626 -1.67607
H37 -1.56595 2.38098 3.53648
N3 2.32415 -1.39996 -1.16067
H38 -3.26166 2.86292 1.28034
C11 2.18677 3.39889 -0.65267
C12 -3.17936 1.04927 3.57132
H39 2.05558 -1.13964 1.46754
H40 -2.44562 5.02257 -2.61520
C13 -4.00646 3.50457 0.80955
H41 0.52631 -3.03242 2.73032
H42 -2.51587 4.92642 0.34203
H43 4.03642 -2.57145 -5.82692
H44 3.92340 0.49085 1.59976
Na2 0.68044 1.79212 1.90924
C14 -5.45579 1.62896 3.25112
C15 0.07381 -4.69751 -3.44019
Na3 -3.16751 0.97299 -0.67548
H45 -1.65304 -3.27133 2.55576
H46 3.32477 2.82105 -4.61354
H47 0.44842 -2.57224 -3.46502
C16 -2.87091 -3.13509 -0.46580
H48 3.42647 -2.98485 -3.34880
O8 -1.33345 -0.39941 -0.77576
C17 -0.84930 -6.79748 -4.02333
H49 2.93318 1.27295 -4.07895
H50 -0.66612 -7.26378 -3.05528
H51 2.08850 1.62247 0.00587
C18 -0.40446 -3.22194 -3.26857
H52 -0.49652 3.12622 -5.88431
H53 3.91592 -0.78005 -0.11835
H54 -2.69596 -1.96285 1.75366
H55 3.45045 -0.07038 -2.34756
C19 -2.29797 -3.69743 -1.75653
C20 4.90991 -2.29616 -5.23588
H56 -3.88747 5.14552 -0.67732
N4 -1.10360 -2.95351 -2.00667
C21 3.99132 2.18708 0.31068
H57 -2.13461 -4.77393 -1.80711
H58 -1.73988 1.23536 8.12063
H59 -3.55651 0.17292 4.09845
H60 1.81597 3.78346 -2.81238
P1 -0.49931 0.48043 0.18328
H61 -0.14173 0.03675 6.50527
O9 4.48753 -1.36612 -4.27680
H62 -1.20437 -1.94856 -2.00107
O10 -2.11173 -3.61437 0.66615
C22 3.60736 2.09787 -3.84852
C23 -1.89745 1.53840 4.14333
O11 -2.20345 -0.25602 6.83684
O12 0.98833 0.53988 -0.29843
H63 5.78392 0.85638 3.51986
O13 -0.31126 3.99496 -3.89605
H64 -2.83510 0.69883 2.59829
H65 0.97462 4.01823 -5.45686
H66 -5.88514 3.70149 -0.99426
H67 -1.93531 1.89556 5.17245
H68 3.38576 -2.23140 1.98119
H69 1.78619 -0.60995 -0.83420
O14 1.82382 -3.19507 1.08933
C24 1.25936 -3.71942 2.30750
C25 -1.81475 4.26738 -2.14638
H70 0.69526 -4.77862 -4.33200
C26 -2.17005 0.23471 8.16257
N5 -2.58663 3.53743 -1.16402
H71 4.20756 2.10269 2.36271
H72 -6.64193 3.78683 0.56453
C27 6.21285 0.38428 2.63599
C28 2.65324 -2.01234 1.20432
C29 3.90314 -2.02841 -3.13407
C30 0.19989 3.35228 -5.07684
H73 0.77577 2.47052 -4.79587
H74 5.72980 -0.59090 2.57446
H75 -0.20349 -6.93360 -4.89080

Output
highest occupied orbital energy (spin up / spin down)	-10.547 / -10.546	eV
spin multiplicity	2
gap between HOMO and LUMO (spin up / spin down)	8.658 / 3.903	eV
energy above the lowest of the compared OMol25 structures with the same formula, charge and spin	0.000	eV
DFT total energy	-3343.192162	a.u.
charge	+1

These are the Mulliken partial charges, in e, on atoms 1 to 2: -0.09, 0.60



[2]
Entry from OMol25: a 5-piece molecular cluster, C30H75N5O10 overall at a distorted geometry (ωB97M-V/def2-TZVPD).

Atoms and positions in Å:
H1 -1.74524 2.41784 1.55090
C1 0.68001 -0.49267 0.21334
H2 0.36716 5.95602 1.94101
H3 3.20908 -2.56123 -5.25082
H4 3.03860 3.09924 3.62714
H5 1.73002 -2.24232 -8.56035
H6 3.25022 1.16802 -6.60915
H7 1.65811 -0.76681 0.60865
H8 -7.30620 8.80690 -0.03320
O1 1.06601 -5.06322 -4.53498
H9 -1.18114 -4.24642 -2.98572
H10 -6.42268 6.17944 -1.56600
H11 -0.31083 -2.78013 -2.13722
H12 -5.45795 7.48928 -0.88974
C2 5.44679 -1.47797 6.89242
H13 -2.24600 0.96700 2.22055
C3 2.43444 2.19316 3.67310
H14 -5.93504 -3.38427 1.32822
H15 3.32258 -0.64562 -8.60013
H16 0.54883 4.33945 1.55198
H17 -4.55952 -8.34003 0.05184
H18 1.51689 2.24435 4.25925
H19 -0.58416 -4.30648 -1.46005
H20 1.79209 -6.55037 -3.26018
H21 4.18761 0.48194 2.87828
H22 -6.05090 -7.80262 0.59425
O2 4.36079 -0.49012 8.78771
C4 -2.90090 4.46583 -0.29337
C5 -2.22918 1.48498 1.26163
H23 4.60146 -2.15727 6.78255
H24 0.06121 0.06304 1.99446
H25 6.30499 -2.07803 6.58989
H26 1.60429 -6.90908 -5.02735
N1 -3.70312 5.57793 -0.71169
H27 -3.18425 6.40844 -0.46446
C6 4.50603 0.19327 10.00131
H28 -3.39579 -4.10601 0.26399
C7 1.18620 -6.40703 -4.15486
C8 -5.35950 -5.44119 1.38549
H29 3.55284 0.69405 10.17089
H30 -2.11895 -1.23267 -1.00276
H31 4.06863 -2.20404 -8.00214
C9 2.36141 -4.39770 -4.57489
O3 -0.65016 5.62812 0.20061
H32 -5.11590 5.48563 0.87783
C10 4.28832 0.76503 3.92605
H33 5.82910 -1.99236 8.93603
H34 -1.43896 4.91419 -1.63754
C11 3.16501 0.28344 -5.97800
C12 -1.41967 4.69417 -0.57015
H35 3.12348 -5.01733 -5.04755
H36 1.21190 -1.30793 -7.30231
C13 2.40450 1.53677 -2.08954
H37 -3.09473 4.34707 0.77266
O4 -1.27702 0.79084 0.52792
C14 2.23279 0.15690 -1.33615
O5 3.94751 -0.74781 -6.56502
H38 2.39688 -4.03832 -7.17599
N2 0.83122 0.12223 -1.13389
C15 1.70274 3.84415 -2.05800
H39 1.39237 4.59896 -1.33548
H40 3.46817 1.70451 -2.25861
H41 -3.79420 -1.47451 0.98489
H42 2.77746 -4.28976 -3.57321
O6 -2.22604 -3.33553 -1.39761
H43 4.06877 -1.07916 4.59213
H44 -5.64890 -4.23579 -0.29513
H45 0.45948 1.06080 -1.16544
N3 -4.02631 -3.49502 0.76324
C16 -5.09949 5.45772 -0.21169
C17 -6.04624 6.60722 -0.63681
H46 -8.34225 8.04940 1.10998
C18 4.93299 -0.41763 4.65215
H47 5.12432 1.46367 3.95915
C19 0.05467 0.58392 1.03699
H48 2.95815 0.35045 -0.54590
H49 -4.97146 -5.55238 2.39799
H50 2.73215 -0.67172 -1.83828
H51 4.72290 0.43266 6.50748
C20 -2.37032 -2.17314 -0.51242
O7 -7.01881 6.75446 0.42284
H52 3.46750 0.52040 -4.95798
H53 2.12598 0.00202 -5.80673
H54 0.28465 -1.50633 0.27877
H55 -0.79813 3.80340 -0.66135
H56 6.49245 -0.48405 8.51118
C21 5.60064 -1.09320 8.36382
C22 2.04238 -1.96799 -7.55274
H57 5.72225 -0.81214 4.01221
H58 5.36480 0.85563 9.89230
H59 -6.36523 -5.80748 1.59151
H60 -1.05770 4.99611 2.17921
H61 -5.50712 4.53746 -0.63011
H62 -3.30515 3.53540 -0.69209
C23 2.26511 -3.09693 -5.35096
H63 2.68469 4.19524 -2.37521
O8 1.77415 2.62910 -1.37359
H64 -1.62820 -2.44819 0.23705
O9 3.02539 1.16291 4.45932
H65 0.57588 1.54101 1.05766
C24 -0.20208 5.12876 1.51708
H66 1.60467 -2.32541 -4.95514
N4 5.39171 -0.19004 6.07733
C25 -7.88375 7.89752 0.13283
H67 -4.45926 -1.76517 -0.52272
H68 -3.12509 1.62750 0.65737
C26 -3.73102 -2.19209 0.16685
H69 2.25904 1.85750 2.65102
H70 1.02327 3.86035 -2.91014
H71 -4.84685 -8.06686 1.89833
H72 -8.66402 7.85113 -0.62686
C27 -1.04773 -3.58328 -2.13101
N5 1.90855 -3.25163 -6.77257
C28 -5.31998 -4.05492 0.72820
H73 1.94780 1.49008 -3.07815
C29 3.45280 -1.33602 -7.76677
O10 -4.58966 -6.35190 0.63251
H74 4.83840 -0.43522 10.82752
C30 -4.99567 -7.75795 0.86367
H75 0.22474 -6.91565 -4.08414

Output
highest occupied orbital energy	-8.210	eV
gap between HOMO and LUMO	8.862	eV
energy above the lowest of the compared OMol25 structures with the same formula, charge and spin	5.047	eV
DFT total energy	-2213.754182	a.u.
SMILES	COCCNCCOC.COCCNCCOC.COCCNCCOC.COCCNCCOC.COCCNCCOC

These are the Mulliken partial charges, in e, on atoms 1 to 2: 0.21, -0.78



[3]
Entry from OMol25: a 14-piece molecular cluster, C30H76BCl4F4O19 overall at a distorted geometry (ωB97M-V/def2-TZVPD).

Atoms and positions in Å:
H1 -2.22739 -2.56904 -0.95098
C1 1.57730 -2.04470 2.49915
H2 -2.05654 -0.07458 4.57112
H3 -3.46683 -1.34612 0.37288
H4 0.26888 4.89715 -0.64367
C2 5.58737 -1.20004 3.98114
O1 -1.30292 1.22527 3.70067
O2 -3.94363 -3.42087 5.57122
H5 -5.60464 -0.90404 -2.63776
C3 -3.96223 -0.35164 -3.39481
H6 -0.59828 -2.04628 2.41061
C4 3.20683 0.34815 -0.33279
F1 -1.59319 1.52249 -0.18740
O3 1.30397 6.44809 -1.70799
H7 -0.81218 -5.42765 -3.48156
C5 5.88285 -2.40987 4.90339
H8 0.65144 2.58569 3.49650
F2 -1.48610 -0.33466 0.99662
H9 4.41020 0.78701 -2.09940
C6 2.40405 0.00860 -4.57938
H10 -2.25469 2.83597 2.91392
H11 1.92882 4.98314 2.16002
H12 2.78676 1.88615 -5.68804
H13 3.45807 5.77677 2.65020
H14 6.40237 -0.49434 4.14191
C7 -5.11753 1.16261 0.08612
C8 4.47480 -0.36573 4.65528
C9 0.19987 -2.31551 3.10239
H15 2.06639 -5.32474 -3.23088
H16 -3.74431 -0.26256 -5.51244
H17 -0.68347 1.47341 -2.85536
H18 -5.31165 1.64227 -0.87323
C10 -2.69286 -4.41667 0.07111
C11 0.27313 -3.44340 -3.44506
H19 -6.10818 -0.35983 1.26988
H20 2.35716 -2.23840 3.23563
C12 4.52682 0.69571 -1.01952
O4 2.61805 -1.41091 -4.84564
O5 0.79648 -3.30045 -4.73951
O6 -6.68971 -0.42729 -0.72357
H21 4.65798 -1.08918 -1.10082
H22 -1.20303 -3.29963 0.69000
C13 -0.30235 2.48746 -2.97603
C14 -1.47096 2.59968 3.63367
C15 -0.88704 6.42642 -1.07220
H23 -1.52727 5.69779 -1.56950
Cl1 -0.08977 2.81040 -4.81349
H24 0.69893 6.55422 0.28485
C16 0.49745 5.96232 -0.60800
H25 -6.64494 -1.37082 -0.55226
H26 -2.26475 0.17147 -4.82963
H27 0.34023 -3.60769 4.54558
H28 -3.43394 -0.44155 -2.44564
H29 4.83330 1.81552 -5.33956
O7 0.03154 3.39301 1.73574
O8 -2.77105 -1.90644 -4.62817
H30 -1.62642 2.95007 4.65404
H31 3.63444 -0.13781 3.99957
H32 -3.43831 -2.90357 6.20261
C17 1.45945 -4.51267 -5.21970
H33 -3.95132 -3.00350 -1.07803
O9 -1.44688 -4.22796 0.67073
H34 1.25754 -6.48300 -4.17814
H35 -2.54082 -5.14162 -0.72852
C18 -6.32588 0.29848 0.42885
H36 0.44548 6.15925 -3.54210
H37 -1.05154 3.17003 -2.57489
H38 1.09089 7.80758 -3.21863
B1 -0.77088 0.50110 0.20785
O10 -2.55457 -0.74125 5.04979
H39 4.82864 0.59052 5.04060
H40 1.81301 -1.89681 -4.65215
H41 -0.10879 4.10745 3.80104
H42 -1.53336 6.81485 -0.28512
C19 -3.06445 -1.68640 4.08297
H43 -4.32860 0.67488 -3.40680
H44 5.44503 -1.43668 2.92670
H45 5.62074 -1.45077 6.88357
H46 4.62496 -2.82666 6.81298
C20 5.05015 -2.05158 6.17537
H47 3.40222 0.44000 0.73561
H48 2.80335 0.14238 -3.57400
C21 0.09459 -4.91613 -3.15875
C22 1.26427 -5.41436 -3.96346
H49 0.09354 -1.55830 3.87918
H50 0.18447 2.55980 1.28409
H51 1.08537 -3.19003 -2.76377
H52 -0.99153 1.04236 2.81119
C23 -0.64431 7.54799 -2.07024
H53 -5.06029 1.94936 0.83836
C24 3.12949 0.85368 -5.61985
H54 2.94141 0.41385 -6.59927
Cl2 1.21835 2.77462 -2.16334
F3 0.27675 0.96715 0.93573
H55 6.96266 -2.52613 4.99603
O11 0.10680 -3.65959 3.61584
H56 -2.34577 -2.47575 3.86264
O12 1.76535 -2.85853 1.35069
C25 -0.15042 3.23623 3.14733
Cl3 3.69711 3.62675 1.55601
F4 -0.23028 -0.09528 -0.90544
O13 -3.87623 0.41953 0.19404
H57 -1.48553 7.53521 -2.76325
Cl4 2.65650 4.17830 4.34833
O14 4.05215 -1.14714 5.66980
H58 4.88467 1.60212 -0.53119
H59 0.94995 -4.94525 -6.08073
C26 2.90836 4.83620 2.61503
H60 2.41736 1.05325 -0.59294
C27 -3.12940 -0.46305 -4.63507
H61 1.31941 0.11150 -4.54702
O15 -5.12653 -1.19346 -3.41830
H62 -3.06523 0.93157 0.23500
H63 -0.68253 -2.92420 -3.37278
H64 -3.52062 -2.39470 -4.27984
H65 1.66144 -0.56153 -0.84031
H66 -4.88776 -2.76351 3.79929
H67 2.16973 -2.28945 0.69171
H68 -3.45235 -1.31679 3.13374
O16 5.35877 -0.45500 -0.93261
O17 2.58385 -0.81588 -0.76237
C28 -4.33415 -2.39214 4.66168
H69 -3.26970 -4.75221 0.93295
O18 4.53550 0.90935 -5.23105
H70 -7.20576 0.92230 0.58619
C29 -3.08854 -2.96538 -0.41299
H71 2.53820 -4.45021 -5.36287
H72 -5.06239 -1.74195 5.14648
C30 0.58407 6.94061 -2.79486
H73 -0.35506 8.52058 -1.67210
H74 5.51888 -3.31213 4.41188
H75 0.19488 -5.25393 -2.12728
O19 -3.55804 -2.25869 0.65662
H76 1.64477 -0.99002 2.23233

Output
highest occupied orbital energy	-7.195	eV
gap between HOMO and LUMO	9.271	eV
DFT total energy	-4883.313197	a.u.
charge	-1

These are the Mulliken partial charges, in e, on atoms 1 to 2: 0.24, 0.56



DFT total energy of number 2 (C30H75N5O10)? -2213.754182 a.u.